Entry 1:
Formula: C61H84BrN15P
Source: the Open Molecules 2025 dataset
Level of theory: wB97M-V/def2-TZVPD

Values from the calculation:
F_max   0.730 eV/A
Gap between HOMO and LUMO   0.1688 Eh
Energy   -6111.0968 hartree
E_HOMO   -9.053 eV
Net charge   +1

Last column: Löwdin charge in e.
CARTESIAN COORDINATES (ANGSTROEM)
N: -2.3793 -1.3339 3.6186  0.015
C: -1.6870 -0.0428 3.4603  -0.275
C: -0.1734 -0.1657 3.6501  -0.186
C: 0.6633 0.6515 2.6638  -0.217
C: 0.3811 2.1632 2.6970  -0.219
C: -0.6287 2.6764 1.6659  -0.377
P: 0.0051 2.9440 0.0047  0.640
Br: 0.8212 1.1832 -0.9848  0.474
H: -3.1795 -1.3386 2.9923  0.048
H: -1.7816 -2.0734 3.2597  0.057
H: -1.8881 0.3428 2.4584  0.070
H: -2.0925 0.6722 4.1719  0.114
H: 0.0914 -1.2107 3.4970  0.110
H: 0.1342 0.0561 4.6677  0.118
H: 1.7044 0.5211 2.9499  0.092
H: 0.5390 0.2134 1.6779  0.059
H: 1.3156 2.7041 2.5535  0.107
H: 0.0257 2.4373 3.6845  0.127
H: -0.9668 3.6723 1.9650  0.112
H: -1.5220 2.0641 1.5678  0.051
H: 0.9964 3.9303 -0.0504  0.008
H: -1.0660 3.3628 -0.7904  0.009
N: -2.2385 -4.8945 -0.5347  0.017
C: -3.4397 -4.7603 0.1054  -0.117
C: -3.5645 -3.4502 0.4795  -0.119
C: -2.3934 -2.7720 0.0449  -0.132
C: -1.5936 -3.6915 -0.5800  -0.136
H: -1.8773 -5.7501 -0.9139  0.124
H: -4.0974 -5.6010 0.2401  0.115
H: -4.4033 -3.0286 1.0106  0.088
H: -2.1608 -1.7260 0.1782  0.073
H: -0.6291 -3.5962 -1.0486  0.107
N: -0.3763 -7.6235 -2.7244  -0.006
C: -0.2850 -6.4464 -3.4251  -0.152
C: 0.8189 -6.5275 -4.2302  -0.101
C: 1.4177 -7.7957 -4.0088  -0.093
C: 0.6577 -8.4509 -3.0800  -0.134
H: -1.0877 -7.8498 -2.0549  0.129
H: -1.0071 -5.6571 -3.2943  0.095
H: 1.1624 -5.7609 -4.9048  0.076
H: 2.3040 -8.1830 -4.4814  0.099
H: 0.7661 -9.4287 -2.6410  0.099
N: -4.7237 0.1255 0.5830  0.023
C: -5.9230 0.2706 1.2221  -0.122
C: -6.0390 1.5818 1.6042  -0.088
C: -4.8646 2.2537 1.1741  -0.116
C: -4.0769 1.3265 0.5439  -0.165
H: -4.3699 -0.7333 0.1964  0.105
H: -6.5888 -0.5648 1.3518  0.118
H: -6.8742 2.0103 2.1317  0.100
H: -4.6270 3.2973 1.3042  0.072
H: -3.1143 1.4165 0.0664  0.086
N: 2.0194 -3.5698 -6.7416  -0.008
C: 3.0714 -3.3982 -5.8813  -0.160
C: 4.2273 -3.5157 -6.6051  -0.111
C: 3.8586 -3.7660 -7.9540  -0.107
C: 2.4913 -3.7933 -8.0066  -0.137
H: 1.0503 -3.5390 -6.4849  0.137
H: 2.9068 -3.2099 -4.8341  0.098
H: 5.2265 -3.4324 -6.2123  0.090
H: 4.5221 -3.9106 -8.7895  0.092
H: 1.8175 -3.9520 -8.8305  0.107
N: 1.4547 6.5810 -1.9904  -0.003
C: 0.2532 6.6993 -1.3339  -0.185
C: 0.1295 7.9976 -0.9181  -0.098
C: 1.2944 8.6887 -1.3380  -0.089
C: 2.0901 7.7921 -1.9981  -0.123
H: 1.8134 5.7439 -2.4105  0.136
H: -0.4127 5.8581 -1.2276  0.062
H: -0.7077 8.4094 -0.3801  0.098
H: 1.5185 9.7296 -1.1808  0.100
H: 3.0473 7.9127 -2.4745  0.113
N: 4.7728 1.1195 1.2891  -0.002
C: 4.8723 0.4539 2.4833  -0.156
C: 6.1763 0.5168 2.8917  -0.124
C: 6.8931 1.2488 1.9065  -0.099
C: 6.0025 1.6066 0.9308  -0.128
H: 3.9269 1.2304 0.7648  0.115
H: 4.0092 -0.0045 2.9364  0.086
H: 6.5760 0.0871 3.7950  0.094
H: 7.9438 1.4840 1.9143  0.102
H: 6.1371 2.1643 0.0201  0.108
N: 8.0253 -3.5137 1.9944  0.000
C: 8.1223 -2.1535 2.1187  -0.151
C: 9.2334 -1.8824 2.8725  -0.111
C: 9.8277 -3.1268 3.2169  -0.107
C: 9.0610 -4.1139 2.6593  -0.139
H: 7.3048 -3.9983 1.4927  0.140
H: 7.4015 -1.5017 1.6602  0.085
H: 9.5840 -0.9011 3.1464  0.089
H: 10.7172 -3.2785 3.8042  0.092
H: 9.1634 -5.1850 2.6778  0.107
N: 4.8391 -1.4428 5.9865  0.019
C: 4.3589 -0.1633 6.0612  -0.144
C: 3.9129 0.0454 7.3386  -0.096
C: 4.1348 -1.1553 8.0644  -0.120
C: 4.7109 -2.0543 7.2016  -0.148
H: 5.2304 -1.8692 5.1653  0.142
H: 4.3803 0.4862 5.2034  0.082
H: 3.4783 0.9565 7.7134  0.093
H: 3.8982 -1.3360 9.1004  0.100
H: 5.0369 -3.0705 7.3471  0.117
N: -0.9118 -11.4847 -1.1765  -0.010
C: -1.2346 -12.8091 -1.2991  -0.137
C: -0.5913 -13.4885 -0.3006  -0.106
C: 0.1475 -12.5382 0.4543  -0.108
C: -0.0704 -11.3103 -0.1090  -0.155
H: -1.2412 -10.7546 -1.7795  0.124
H: -1.8893 -13.1514 -2.0815  0.107
H: -0.6432 -14.5502 -0.1296  0.093
H: 0.7677 -12.7347 1.3123  0.092
H: 0.2987 -10.3340 0.1562  0.099
N: -5.9884 5.8753 1.3360  0.002
C: -6.0043 7.2445 1.3650  -0.134
C: -6.5114 7.6814 0.1713  -0.107
C: -6.8116 6.5297 -0.6075  -0.128
C: -6.4743 5.4296 0.1371  -0.139
H: -5.6761 5.2878 2.0869  0.131
H: -5.6661 7.7863 2.2312  0.108
H: -6.6595 8.7104 -0.1097  0.096
H: -7.2361 6.5103 -1.5984  0.095
H: -6.5476 4.3770 -0.0783  0.100
N: -4.3253 6.9297 -3.1171  0.020
C: -3.0032 6.6490 -2.9199  -0.157
C: -2.3978 6.5769 -4.1483  -0.112
C: -3.3958 6.8303 -5.1247  -0.104
C: -4.5721 7.0460 -4.4563  -0.132
H: -5.0137 7.0352 -2.3909  0.109
H: -2.6049 6.5257 -1.9279  0.081
H: -1.3547 6.3719 -4.3261  0.083
H: -3.2668 6.8545 -6.1934  0.080
H: -5.5598 7.2717 -4.8200  0.109
N: 6.9700 -2.0258 9.6304  0.008
C: 7.0852 -2.6897 10.8206  -0.143
C: 8.3943 -2.6181 11.2184  -0.115
C: 9.0957 -1.8799 10.2284  -0.114
C: 8.1887 -1.5281 9.2634  -0.141
H: 6.1198 -1.9182 9.1026  0.078
H: 6.2303 -3.1541 11.2819  0.103
H: 8.8033 -3.0460 12.1180  0.089
H: 10.1443 -1.6345 10.2257  0.088
H: 8.3059 -0.9678 8.3515  0.104
N: -4.9834 10.0342 -9.9151  0.001
C: -5.6081 10.0167 -8.6988  -0.140
C: -4.8273 9.2926 -7.8380  -0.113
C: -3.6867 8.8577 -8.5657  -0.117
C: -3.8125 9.3320 -9.8441  -0.141
H: -5.3323 10.4926 -10.7365  0.145
H: -6.5479 10.5196 -8.5503  0.105
H: -5.0470 9.0982 -6.8015  0.076
H: -2.8664 8.2673 -8.1937  0.079
H: -3.1721 9.2321 -10.7032  0.105
N: -8.1679 -2.2515 -3.4034  0.006
C: -7.2771 -2.6303 -2.4393  -0.137
C: -6.8763 -1.4992 -1.7786  -0.120
C: -7.5513 -0.3971 -2.3677  -0.106
C: -8.3422 -0.8952 -3.3678  -0.134
H: -8.6261 -2.8748 -4.0427  0.147
H: -7.0083 -3.6637 -2.3045  0.105
H: -6.1764 -1.4668 -0.9656  0.050
H: -7.4668 0.6399 -2.0881  0.089
H: -9.0116 -0.4035 -4.0518  0.109

---

Entry 2:
Formula: C61H95CuF6N14O13S2
Source: the Open Molecules 2025 dataset
Level of theory: wB97M-V/def2-TZVPD

Values from the calculation:
Spin multiplicity   2
F_max   4.234 eV/A
Gap between HOMO and LUMO (alpha / beta)   0.2925 / 0.1262 Eh
<S²>   0.76
Energy   -7161.7578 hartree
E_HOMO (alpha / beta)   -10.551 / -10.551 eV
Net charge   +1

Last column: Mulliken spin population.
CARTESIAN COORDINATES (ANGSTROEM)
Cu: -0.8709 0.4816 -2.3078  -0.004
C: 1.8549 0.3411 -0.1536  -0.001
F: 3.0429 0.3024 0.3626  0.000
F: 1.3380 1.5315 0.1522  0.000
F: 1.9924 0.2224 -1.4817  0.000
S: 0.7012 -1.0177 0.5301  0.001
O: 1.4804 -2.2226 0.2931  0.000
O: 0.4489 -0.5545 1.8794  -0.002
N: -0.7031 -0.8740 -0.4857  0.001
S: -1.8232 -1.3998 0.5234  0.000
O: -1.5294 -2.6509 1.1862  0.000
O: -2.3165 -0.4067 1.4664  0.002
C: -3.3356 -1.8302 -0.7108  0.000
F: -4.1917 -2.5407 -0.0061  0.000
F: -4.0057 -0.7628 -1.0891  0.000
F: -2.8896 -2.4226 -1.8125  0.000
C: 4.1087 -2.9404 -3.5253  0.000
C: 4.1135 -1.6735 -2.6367  0.000
C: 5.4137 -1.9432 -1.8610  0.000
O: 6.2062 -2.7467 -2.7381  0.000
C: 5.5311 -3.0135 -3.9465  0.000
H: 3.3636 -2.9096 -4.3202  0.000
H: 3.8048 -3.8092 -2.9413  0.000
H: 3.2688 -1.6485 -1.9483  0.000
H: 4.1488 -0.7952 -3.2812  0.000
H: 5.2330 -2.4349 -0.9051  0.000
H: 5.7796 -0.9329 -1.6781  0.000
H: 5.8103 -3.9382 -4.4517  0.000
H: 5.6370 -2.2496 -4.7167  0.000
C: 3.1953 2.8289 2.4315  0.001
C: 3.4971 4.2115 3.1239  0.000
C: 4.9892 4.2993 3.3685  0.000
O: 5.5184 3.2549 2.7192  0.000
C: 4.5351 2.1906 2.6559  0.000
H: 3.0836 2.8492 1.3474  -0.001
H: 2.3527 2.2730 2.8427  0.001
H: 3.0140 4.1456 4.0988  0.000
H: 3.0383 5.0477 2.5963  0.000
H: 5.2978 4.2134 4.4104  0.000
H: 5.4340 5.2208 2.9929  0.000
H: 4.5076 1.6223 3.5856  0.000
H: 4.8937 1.4378 1.9539  0.000
C: -5.1874 0.9476 -3.8046  0.000
C: -3.7286 0.9710 -4.0787  0.000
O: -2.9078 0.8410 -3.1645  0.002
N: -3.3879 1.1674 -5.3883  0.000
C: -2.0524 1.0293 -5.9394  0.000
H: -5.4495 1.8144 -3.1979  0.000
H: -5.2618 0.0752 -3.1553  0.000
H: -5.8053 0.9451 -4.7025  0.000
H: -4.0982 1.1924 -6.1060  0.000
H: -1.7446 0.0322 -6.2543  0.000
H: -1.2954 1.3732 -5.2346  0.000
H: -2.1135 1.6411 -6.8395  0.000
C: -4.1393 5.6929 1.9571  0.026
C: -3.8116 4.9783 0.7087  -0.032
O: -2.9921 5.4283 -0.0807  0.281
N: -4.3633 3.7620 0.5651  0.043
C: -4.1186 2.8823 -0.5204  0.005
H: -5.1740 6.0298 2.0201  0.000
H: -3.5025 6.5642 2.1109  0.000
H: -3.9498 5.0750 2.8347  0.001
H: -4.9488 3.4235 1.3152  -0.002
H: -4.8025 2.0373 -0.5999  -0.003
H: -3.1389 2.4061 -0.4805  -0.002
H: -4.2538 3.4306 -1.4527  0.002
C: 3.9131 -2.2289 2.2899  0.000
C: 4.7254 -1.6399 3.4540  0.000
O: 5.7463 -1.0275 3.1945  0.000
N: 4.1919 -1.8562 4.6775  0.000
C: 4.7908 -1.4164 5.8987  0.000
H: 4.0643 -3.3069 2.3472  0.000
H: 4.2545 -2.0306 1.2739  0.000
H: 2.8366 -2.0658 2.3406  0.000
H: 3.2186 -2.1084 4.7741  0.000
H: 5.3384 -2.2501 6.3382  0.000
H: 3.9775 -1.1095 6.5563  0.000
H: 5.5048 -0.5956 5.8305  0.000
C: -4.6903 0.8837 3.8289  0.000
C: -5.5601 0.9129 2.5715  0.000
O: -6.0036 2.0115 2.1553  0.000
N: -5.7864 -0.2617 1.9535  0.000
C: -6.6383 -0.3350 0.7545  0.000
H: -3.7413 0.4320 3.5401  0.000
H: -5.1714 0.2854 4.6027  0.000
H: -4.5627 1.9195 4.1433  0.000
H: -5.4796 -1.1073 2.4126  0.000
H: -6.6051 -1.3488 0.3555  0.000
H: -6.4487 0.4263 -0.0021  0.000
H: -7.6885 -0.2187 1.0222  0.000
C: 0.1775 -3.6139 -4.5703  0.000
C: -0.0088 -2.7028 -3.3824  0.000
O: -0.2061 -1.5179 -3.5777  0.000
N: 0.0134 -3.1624 -2.1586  0.000
C: 0.6390 -4.4224 -1.7431  0.000
H: 0.4415 -3.1688 -5.5297  0.000
H: -0.7596 -4.1462 -4.7334  0.000
H: 0.9619 -4.3538 -4.4116  0.000
H: -0.1971 -2.4154 -1.5122  0.000
H: 1.7138 -4.2505 -1.8021  0.000
H: 0.2803 -5.2933 -2.2916  0.000
H: 0.3798 -4.4999 -0.6872  0.000
C: 0.0391 6.3756 2.7876  0.050
C: -0.4015 5.0732 2.1430  -0.038
O: -0.6310 5.0006 0.9382  0.531
N: -0.5611 4.0484 2.9449  0.026
C: -0.9906 2.7084 2.4706  0.006
H: -0.7591 6.9541 3.2526  0.000
H: 0.4606 7.0282 2.0230  0.004
H: 0.8461 6.2142 3.5023  0.004
H: -0.4570 4.2870 3.9208  0.002
H: -2.0578 2.5886 2.6574  0.008
H: -0.4838 1.8858 2.9751  0.003
H: -0.8043 2.6308 1.3995  0.006
C: 1.0344 -7.4173 4.4480  0.000
C: 0.3990 -6.0870 4.0532  0.000
O: -0.8275 -5.9381 4.2308  0.000
N: 1.1613 -5.2001 3.3732  0.000
C: 0.6316 -3.9873 2.7578  0.000
H: 1.5378 -7.3505 5.4125  0.000
H: 1.7321 -7.6582 3.6460  0.000
H: 0.3530 -8.2641 4.5298  0.000
H: 2.1661 -5.2930 3.4152  0.000
H: 0.3619 -4.1748 1.7185  0.000
H: 1.2485 -3.0904 2.8148  0.000
H: -0.2801 -3.6236 3.2317  0.000
N: 6.1845 2.3234 -3.3216  0.000
C: 5.4642 2.9543 -4.3073  0.000
C: 4.1007 3.2727 -4.2147  0.000
C: 3.4352 2.9782 -3.0025  0.000
C: 4.1927 2.4610 -1.9323  0.000
C: 5.5548 2.1328 -2.1251  0.000
H: 6.0479 3.0356 -5.2123  0.000
H: 3.5142 3.6718 -5.0290  0.000
H: 2.3879 3.2369 -2.9523  -0.001
H: 3.6162 2.3483 -1.0261  0.000
H: 6.0488 1.6214 -1.3122  0.000
N: -5.6962 -3.2840 -5.1487  0.000
C: -5.5082 -3.5427 -6.4781  0.000
C: -4.3001 -3.4117 -7.1523  0.000
C: -3.1879 -2.8940 -6.4570  0.000
C: -3.3483 -2.5374 -5.1203  0.000
C: -4.5979 -2.6504 -4.5232  0.000
H: -6.3062 -3.9106 -7.1060  0.000
H: -4.1248 -3.7055 -8.1767  0.000
H: -2.1932 -2.8924 -6.8777  0.000
H: -2.4819 -2.1576 -4.5993  0.000
H: -4.7070 -2.3252 -3.4991  0.000
N: -5.3590 -2.6939 3.5230  0.000
C: -4.0931 -3.2350 3.7486  0.000
C: -3.9138 -4.3855 4.4493  0.000
C: -4.9757 -4.9860 5.0905  0.000
C: -6.2026 -4.3606 5.0396  0.000
C: -6.3850 -3.2783 4.1632  0.000
H: -3.2796 -2.6846 3.2995  0.000
H: -2.9077 -4.7777 4.4668  0.000
H: -4.8275 -5.9045 5.6389  0.000
H: -6.9962 -4.8009 5.6251  0.000
H: -7.3664 -2.8719 3.9679  0.000
N: 1.5408 -2.0084 5.3741  0.000
C: 0.6840 -1.0517 4.9657  0.000
C: -0.6791 -1.0091 5.1344  0.000
C: -1.2536 -2.0440 5.8492  0.000
C: -0.4315 -3.1229 6.2704  0.000
C: 0.9239 -3.0102 6.0146  0.000
H: 1.1471 -0.1595 4.5708  0.000
H: -1.2282 -0.1217 4.8564  0.000
H: -2.3195 -1.9770 6.0101  0.000
H: -0.8314 -4.0009 6.7556  0.000
H: 1.6029 -3.7832 6.3430  0.000
N: 1.2337 6.1087 -0.6805  0.057
C: 1.8725 7.3510 -0.6612  -0.003
C: 3.2542 7.5634 -0.4456  0.006
C: 4.0610 6.4315 -0.2583  0.003
C: 3.4676 5.1935 -0.2332  0.005
C: 2.1065 5.0755 -0.4193  0.004
H: 1.3105 8.2700 -0.7391  0.002
H: 3.6874 8.5516 -0.3996  0.001
H: 5.1080 6.5743 -0.0350  0.001
H: 4.0768 4.3282 -0.0172  0.000
H: 1.7019 4.0750 -0.4613  0.006
N: 1.7484 -0.2060 -7.2469  0.000
C: 1.7784 -0.2635 -5.8859  0.000
C: 1.6817 0.8853 -5.0827  0.000
C: 1.4282 2.0838 -5.6910  0.000
C: 1.3802 2.1985 -7.0892  0.000
C: 1.5159 1.0162 -7.8360  0.000
H: 1.8231 -1.1980 -5.3463  0.000
H: 1.7299 0.6857 -4.0224  0.000
H: 1.2184 2.9620 -5.0985  0.000
H: 1.1789 3.1161 -7.6220  0.000
H: 1.6120 1.1164 -8.9071  0.000